The following is a DFT calculation (ωB97M-V/def2-TZVPD) of C38H30Cl2IN3O3RuSSb as an isolated structure.

Last column: Mulliken spin population.
Atoms and positions in Å:
Ru -0.842 0.556 1.379  0.974
Cl -4.992 -5.378 1.500  0.001
C -4.272 -3.797 1.376  0.016
C -4.936 -2.788 0.662  -0.010
C -4.386 -1.541 0.562  0.015
C -3.136 -1.217 1.151  -0.001
O -2.712 0.000 0.994  0.042
C -2.478 -2.252 1.873  0.001
C -1.257 -2.080 2.602  -0.001
N -0.529 -1.019 2.582  -0.014
C 0.591 -0.843 3.436  0.000
C 0.920 -1.619 4.510  0.002
C 2.064 -1.328 5.286  -0.002
C 2.858 -0.258 4.996  0.005
C 2.535 0.578 3.899  -0.002
C 3.291 1.721 3.541  0.009
C 2.920 2.472 2.469  -0.005
C 1.775 2.096 1.737  0.013
N 1.047 1.055 2.050  -0.012
C 1.404 0.280 3.126  -0.018
C -3.077 -3.530 1.972  -0.010
H -5.886 -3.007 0.192  0.000
H -4.889 -0.754 0.016  0.001
H -0.947 -2.920 3.221  -0.001
H 0.300 -2.459 4.792  0.000
H 2.299 -1.962 6.130  0.000
H 3.724 -0.026 5.601  0.000
H 4.158 1.988 4.132  0.000
H 3.476 3.349 2.169  0.000
H 1.455 2.663 0.871  0.003
H -2.574 -4.306 2.536  -0.001
Cl -2.104 7.348 1.454  0.001
C -1.917 5.673 1.897  0.008
C -2.032 5.300 3.204  -0.004
C -1.872 3.960 3.594  0.015
I -2.013 3.443 5.600  0.000
C -1.597 2.959 2.678  -0.009
O -1.428 1.709 2.990  0.019
C -1.484 3.372 1.303  0.004
N -1.193 2.380 0.402  -0.021
C -1.047 2.671 -0.867  0.005
C -1.185 3.989 -1.350  -0.002
C -1.471 4.995 -0.479  0.003
C -1.632 4.711 0.899  -0.007
H -2.248 6.052 3.950  0.000
H -0.819 1.840 -1.522  0.000
H -1.057 4.180 -2.406  0.000
H -1.573 6.015 -0.824  0.000
C 3.210 -3.107 -1.035  0.000
Sb 2.656 -1.993 0.716  0.001
C 3.736 -0.243 0.088  0.000
C 4.288 -2.745 1.918  0.000
H 4.295 -3.193 -1.080  0.000
H 2.862 -2.572 -1.913  0.000
H 2.764 -4.100 -1.030  0.000
H 4.658 -0.548 -0.408  0.000
H 3.983 0.379 0.947  0.000
H 3.123 0.332 -0.607  0.000
H 5.192 -2.857 1.319  0.000
H 4.023 -3.710 2.350  0.000
H 4.485 -2.046 2.732  0.000
C -0.300 -0.487 -9.528  0.000
C -0.167 -0.549 -8.026  0.001
O 0.564 0.159 -7.393  0.000
S -1.237 -1.790 -7.301  0.000
C -0.968 -1.504 -5.577  0.014
C 0.264 -1.779 -4.996  -0.007
C 0.463 -1.542 -3.648  0.012
C -0.564 -1.031 -2.853  -0.017
C -1.806 -0.778 -3.445  0.017
C -2.005 -1.009 -4.795  -0.006
C -0.382 -0.722 -1.464  0.087
C -0.276 -0.360 -0.304  -0.118
H 0.679 -0.297 -9.963  0.000
H -0.957 0.348 -9.774  0.000
H -0.728 -1.400 -9.939  0.000
H 1.067 -2.174 -5.604  0.000
H 1.420 -1.755 -3.202  0.001
H -2.609 -0.395 -2.829  0.001
H -2.965 -0.800 -5.249  0.000

Output
spin multiplicity = 2
highest occupied orbital energy (spin up / spin down) = -7.55 / -7.47 eV
molar mass = 1029.383 g/mol
gap between HOMO and LUMO (spin up / spin down) = 6.52 / 6.31 eV
ΔE to the lowest compared entry with this formula, charge and spin = 0.0 kJ/mol
⟨S²⟩ = 0.760
net charge = 0
lowest unoccupied orbital energy (spin up / spin down) = -0.03775 / -0.04272 hartree

The following is a DFT calculation (ωB97M-V/def2-TZVPD) of C38H30Cl4InN3O3PS2 as an isolated structure.

Last column: Löwdin charge in e.
Atoms and positions in Å:
In 0.681 1.107 -1.785  0.582
Cl 5.310 1.281 3.354  0.627
C 4.473 0.830 1.911  -0.726
C 5.049 -0.045 1.005  -0.730
Cl 6.632 -0.678 1.296  0.628
C 4.344 -0.417 -0.146  -0.633
Cl 5.043 -1.518 -1.284  0.676
C 3.051 0.039 -0.399  -0.436
O 2.346 -0.329 -1.429  -0.205
C 2.468 0.951 0.534  -0.397
O 1.256 1.403 0.287  -0.232
C 3.192 1.333 1.653  -0.611
Cl 2.440 2.438 2.755  0.677
C 1.252 2.692 -6.187  -0.153
C 0.693 2.346 -4.818  -0.773
S 1.962 2.215 -3.602  0.608
C -0.622 2.178 -4.622  -0.756
C -1.650 2.422 -5.701  -0.147
S -1.395 1.685 -3.115  0.664
H 2.334 2.583 -6.167  0.042
H 1.018 3.723 -6.461  0.077
H 0.857 2.029 -6.958  0.071
H -1.198 2.747 -6.635  0.056
H -2.345 3.196 -5.366  0.068
H -2.232 1.514 -5.878  0.068
O -1.494 -1.317 -2.010  -0.103
N -0.194 -1.361 -2.463  -0.047
C 0.466 -2.407 -2.169  -0.119
C 0.015 -3.585 -1.384  -0.191
C -0.057 -4.812 -2.043  -0.036
C -0.495 -5.945 -1.384  -0.085
C -0.821 -5.874 -0.038  -0.080
C -0.711 -4.672 0.636  -0.093
C -0.330 -3.506 -0.025  -0.297
P -0.112 -1.916 0.896  1.167
C 1.147 -2.578 2.078  -0.341
C 2.444 -2.659 1.569  -0.086
C 3.497 -3.080 2.362  -0.068
C 3.266 -3.441 3.682  -0.089
C 1.978 -3.391 4.192  -0.090
C 0.923 -2.961 3.398  -0.095
C -1.610 -1.894 1.956  -0.379
C -2.797 -2.557 1.661  -0.094
C -3.887 -2.458 2.517  -0.091
C -3.810 -1.682 3.664  -0.102
C -2.644 -0.982 3.944  -0.087
C -1.563 -1.070 3.084  -0.120
H -1.801 -0.463 -2.383  -0.022
H 1.450 -2.435 -2.621  0.131
H 0.225 -4.865 -3.088  0.115
H -0.586 -6.884 -1.914  0.100
H -1.150 -6.760 0.490  0.101
H -0.923 -4.627 1.698  0.108
H 2.626 -2.379 0.538  0.091
H 4.500 -3.116 1.954  0.100
H 4.089 -3.760 4.308  0.098
H 1.789 -3.679 5.219  0.097
H -0.071 -2.925 3.823  0.092
H -2.877 -3.144 0.755  0.103
H -4.797 -3.000 2.290  0.098
H -4.663 -1.607 4.328  0.095
H -2.577 -0.363 4.830  0.102
H -0.662 -0.497 3.280  0.115
N 0.865 4.306 -0.357  0.147
C -0.323 4.745 0.144  -0.243
C -0.537 6.068 0.487  -0.043
C -1.750 6.491 1.042  -0.105
C -2.771 5.611 1.265  -0.075
C -2.626 4.262 0.877  -0.159
C -3.662 3.316 1.032  -0.021
C -3.480 2.036 0.605  -0.044
C -2.253 1.693 0.014  -0.177
N -1.260 2.528 -0.143  0.070
C -1.412 3.813 0.287  -0.127
H 1.032 3.326 -0.172  0.033
H 1.662 4.902 -0.219  0.105
H 0.268 6.780 0.351  0.104
H -1.862 7.531 1.322  0.097
H -3.696 5.930 1.730  0.099
H -4.595 3.622 1.493  0.111
H -4.250 1.284 0.711  0.104
H -2.090 0.684 -0.344  0.080

Output
spin multiplicity = 1
highest occupied orbital energy = -4.42 eV
molar mass = 928.414 g/mol
gap between HOMO and LUMO = 6.76 eV
ΔE to the lowest compared entry with this formula, charge and spin = 138.1 kJ/mol
net charge = -1
lowest unoccupied orbital energy = 0.08569 hartree

The following is a DFT calculation (ωB97M-V/def2-TZVPD) of C38H30ClN2NiO2S2Sb as an isolated structure.

Last column: Löwdin charge in e.
Atoms and positions in Å:
Ni 0.164 -0.160 0.085  0.142
Cl 3.188 2.516 5.594  0.646
C 2.774 1.252 4.466  -0.661
C 2.328 1.595 3.203  -0.099
C 2.000 0.584 2.312  -0.047
C 2.117 -0.751 2.663  -0.120
C 2.577 -1.069 3.938  -0.001
C 2.904 -0.073 4.847  -0.093
C 1.803 -1.898 1.719  -0.559
O 2.111 -3.026 2.053  0.070
O 1.294 -1.607 0.542  -0.150
H 2.224 2.640 2.927  0.103
H 1.647 0.841 1.323  0.056
H 2.672 -2.113 4.203  0.121
H 3.256 -0.316 5.842  0.105
N 3.206 -0.455 -1.105  0.130
C 2.275 -0.258 -2.062  -0.668
N 1.009 -0.083 -1.787  0.034
C 0.254 0.024 -2.974  -0.299
C -1.135 0.102 -3.070  -0.042
C -1.713 0.221 -4.323  -0.075
C -0.936 0.252 -5.482  -0.090
C 0.441 0.134 -5.405  -0.091
C 1.014 0.007 -4.145  -0.473
S 2.698 -0.202 -3.752  1.103
H 2.788 -0.903 -0.280  0.079
H 4.098 -0.814 -1.401  0.103
H -1.739 0.068 -2.176  0.073
H -2.791 0.279 -4.404  0.105
H -1.413 0.347 -6.451  0.105
H 1.050 0.132 -6.301  0.112
C -2.710 -1.453 3.580  -0.107
C -2.356 -2.284 2.523  -0.093
C -1.488 -1.830 1.538  -0.103
C -0.972 -0.534 1.560  -0.292
C -1.326 0.281 2.632  -0.171
C -2.182 -0.169 3.635  -0.096
H -3.376 -1.807 4.360  0.094
H -2.738 -3.297 2.474  0.097
H -1.192 -2.510 0.747  0.100
H -0.920 1.284 2.712  0.068
H -2.431 0.487 4.463  0.096
S -1.076 1.715 -0.017  0.381
Sb -0.010 3.433 -1.140  1.401
C 1.812 3.972 -0.223  -0.330
C 2.691 2.907 -0.045  -0.168
C 3.941 3.111 0.520  -0.070
C 4.318 4.385 0.922  -0.066
C 3.445 5.453 0.747  -0.072
C 2.198 5.253 0.169  -0.100
C 0.579 3.419 -3.171  -0.324
C -0.304 3.837 -4.165  -0.106
C 0.131 3.926 -5.481  -0.075
C 1.445 3.607 -5.805  -0.076
C 2.327 3.196 -4.813  -0.090
C 1.894 3.100 -3.497  -0.142
C -1.486 4.932 -1.115  -0.357
C -1.266 6.262 -0.761  -0.104
C -2.320 7.167 -0.776  -0.076
C -3.591 6.751 -1.147  -0.075
C -3.814 5.425 -1.499  -0.072
C -2.767 4.515 -1.477  -0.148
H 2.402 1.901 -0.322  0.056
H 4.601 2.265 0.669  0.115
H 5.285 4.547 1.382  0.109
H 3.734 6.448 1.065  0.108
H 1.545 6.103 0.033  0.076
H -1.326 4.105 -3.921  0.096
H -0.558 4.251 -6.252  0.108
H 1.782 3.682 -6.833  0.107
H 3.353 2.949 -5.057  0.108
H 2.598 2.792 -2.730  0.089
H -0.284 6.607 -0.473  0.075
H -2.145 8.198 -0.494  0.107
H -4.411 7.459 -1.156  0.107
H -4.807 5.094 -1.777  0.109
H -2.958 3.474 -1.718  0.087

Output
spin multiplicity = 1
highest occupied orbital energy = -7.95 eV
molar mass = 826.710 g/mol
gap between HOMO and LUMO = 7.93 eV
ΔE to the lowest compared entry with this formula, charge and spin = 21.7 kJ/mol
net charge = 0
lowest unoccupied orbital energy = -0.00055 hartree